Record 1
{"formula": "C9H18As3F19O9Tl", "method": "ωB97M-V/def2-TZVPD", "elements": ["Tl", "As", "F", "F", "F", "F", "F", "F", "As", "F", "F", "F", "F", "F", "F", "As", "F", "F", "F", "F", "F", "F", "F", "C", "O", "C", "O", "O", "C", "H", "H", "H", "H", "H", "H", "C", "O", "C", "O", "O", "C", "H", "H", "H", "H", "H", "H", "C", "O", "C", "O", "O", "C", "H", "H", "H", "H", "H", "H"], "xyz": [[-0.293, 2.549, 0.836], [-2.522, 9.086, 2.056], [-2.987, 10.810, 2.148], [-4.129, 8.587, 2.740], [-2.131, 7.366, 2.041], [-1.062, 9.523, 1.153], [-1.796, 9.143, 3.680], [-3.299, 9.045, 0.375], [-2.862, -2.924, 4.235], [-1.403, -3.238, 5.246], [-2.154, -3.894, 2.943], [-4.106, -2.521, 2.948], [-3.617, -1.900, 5.410], [-1.989, -1.464, 3.604], [-3.803, -4.280, 4.881], [6.349, 0.941, -1.488], [7.231, 1.620, -0.039], [6.451, 2.559, -2.258], [5.433, 0.342, -2.889], [6.223, -0.699, -0.807], [4.766, 1.453, -0.746], [7.912, 0.575, -2.392], [1.079, 4.229, -3.041], [4.455, -3.761, 3.325], [3.735, -2.541, 3.336], [4.026, -1.470, 4.094], [3.499, -0.358, 3.976], [5.127, -1.716, 4.882], [5.630, -0.635, 5.717], [5.490, -3.732, 2.983], [3.836, -4.565, 2.927], [4.559, -4.171, 4.330], [4.864, -0.160, 6.331], [6.263, 0.086, 5.200], [6.275, -1.180, 6.406], [-6.130, 0.334, -2.284], [-5.933, 0.994, -3.563], [-4.788, 1.712, -3.820], [-3.996, 1.953, -2.940], [-4.863, 2.254, -5.018], [-3.729, 3.062, -5.340], [-7.171, 0.134, -2.030], [-5.747, 0.887, -1.427], [-5.588, -0.605, -2.175], [-3.851, 4.095, -5.014], [-3.688, 3.067, -6.429], [-2.790, 2.594, -5.045], [1.361, -4.665, -3.005], [-0.071, -4.614, -2.922], [-0.750, -3.521, -2.644], [-0.253, -2.541, -2.014], [-2.046, -3.710, -3.093], [-2.498, -4.842, -3.894], [1.802, -3.851, -3.581], [1.699, -5.536, -3.566], [1.835, -4.615, -2.025], [-2.024, -4.791, -4.874], [-3.568, -4.725, -4.066], [-2.267, -5.773, -3.377]], "de_lowest_kj_mol": 592.8, "lumo_energy_ha": -0.3099, "gap_ev": 1.47, "total_charge": -1, "homo_ha": -0.3640}

Record 2
{"formula": "C3H7NO", "method": "ωB97M-V/def2-TZVPD", "elements": ["C", "C", "N", "O", "C", "H", "H", "H", "H", "H", "H", "H"], "xyz": [[-1.976, -0.194, -0.078], [-0.472, -0.091, 0.082], [0.174, -1.172, 0.003], [1.556, -1.092, 0.009], [1.998, 0.323, -0.084], [-2.559, -0.459, 0.925], [-2.605, 0.769, -0.446], [-2.154, -1.126, -0.736], [-0.096, 0.927, 0.467], [1.289, 1.022, -0.798], [1.714, 0.823, 0.870], [3.130, 0.271, -0.215]], "de_lowest_kj_mol": 422.0, "lumo_energy_ha": 0.0330, "smiles": "C/C=N/OC", "gap_ev": 10.48, "homo_ha": -0.3520}

Record 3
{"formula": "C5H10ClN3", "method": "ωB97M-V/def2-TZVPD", "elements": ["C", "C", "N", "C", "N", "C", "N", "C", "Cl", "H", "H", "H", "H", "H", "H", "H", "H", "H", "H"], "xyz": [[1.646, -2.159, 0.823], [1.469, -0.654, 0.632], [0.175, -0.120, 0.430], [-1.034, -0.309, 0.728], [-1.999, 0.352, 0.095], [-1.984, 1.070, -1.024], [-0.942, 1.449, -1.616], [0.240, 1.726, -0.799], [1.713, 1.638, -1.495], [2.756, -2.340, 1.125], [1.063, -2.399, 1.765], [1.212, -2.625, -0.124], [1.877, -0.363, 1.562], [1.975, -0.229, -0.259], [-1.366, -1.021, 1.442], [-2.856, 0.321, 0.645], [-2.937, 1.403, -1.362], [-1.044, 1.872, -2.563], [0.037, 2.389, -0.006]], "de_lowest_kj_mol": 27.1, "lumo_energy_ha": -0.3838, "smiles": "CC/N=C/[NH+]=C\\[NH+]=C\\Cl", "gap_ev": 8.51, "total_charge": 2, "homo_ha": -0.6964}

Record 4
{"formula": "C9H7NOS", "method": "ωB97M-V/def2-TZVPD", "elements": ["C", "C", "C", "C", "C", "C", "C", "C", "C", "N", "O", "S", "H", "H", "H", "H", "H", "H", "H"], "xyz": [[-2.091, -1.248, -0.698], [-1.017, -2.040, -0.995], [-1.913, 0.018, -0.119], [0.264, -1.548, -0.941], [-0.676, 0.579, -0.095], [0.448, -0.225, -0.581], [2.741, 0.191, 0.197], [2.715, 0.119, 1.652], [-0.487, 1.898, 0.527], [1.770, 0.170, -0.627], [0.724, 2.008, 1.327], [1.500, 0.923, 2.344], [-3.198, -1.634, -0.732], [-1.245, -3.193, -1.233], [-2.644, 0.731, 0.335], [1.062, -2.157, -1.152], [3.589, 0.356, -0.390], [-1.213, 2.156, 1.198], [-0.327, 2.898, -0.018]], "de_lowest_kj_mol": 538.6, "lumo_energy_ha": -0.0308, "gap_ev": 7.53, "homo_ha": -0.3076}

Record 5
{"formula": "C59H43BBiCl5F4N2OP3", "method": "ωB97M-V/def2-TZVPD", "elements": ["Bi", "O", "C", "C", "C", "C", "C", "C", "P", "C", "C", "C", "C", "C", "C", "C", "C", "C", "C", "C", "C", "C", "C", "C", "C", "C", "C", "P", "C", "C", "C", "C", "C", "C", "C", "C", "C", "C", "C", "C", "H", "H", "H", "H", "H", "H", "H", "H", "H", "H", "H", "H", "H", "H", "H", "H", "H", "H", "H", "H", "H", "H", "H", "H", "H", "H", "H", "H", "N", "P", "C", "C", "C", "C", "C", "C", "C", "C", "C", "C", "C", "C", "C", "C", "C", "C", "C", "N", "H", "H", "H", "H", "H", "H", "H", "H", "H", "H", "H", "H", "H", "H", "H", "Cl", "C", "C", "C", "Cl", "C", "Cl", "C", "Cl", "C", "Cl", "F", "B", "F", "F", "F"], "xyz": [[-0.411, 0.389, 0.099], [-1.060, 4.244, -0.641], [-0.182, 5.274, -0.324], [-0.500, 6.612, -0.165], [0.499, 7.523, 0.139], [1.802, 7.104, 0.331], [2.101, 5.755, 0.257], [1.120, 4.835, -0.082], [1.357, 3.015, -0.146], [2.664, 2.954, 1.136], [4.025, 2.803, 0.914], [4.893, 2.828, 1.995], [4.417, 3.002, 3.283], [3.056, 3.142, 3.506], [2.185, 3.112, 2.436], [2.194, 2.870, -1.766], [1.836, 1.797, -2.574], [2.461, 1.590, -3.788], [3.427, 2.478, -4.225], [3.747, 3.582, -3.453], [3.138, 3.781, -2.228], [-2.396, 4.482, -0.714], [-2.950, 5.580, -1.373], [-4.298, 5.863, -1.265], [-5.118, 5.041, -0.509], [-4.610, 3.865, 0.003], [-3.254, 3.562, -0.104], [-2.816, 1.796, 0.215], [-3.450, 1.284, -1.427], [-4.752, 0.983, -1.797], [-5.068, 0.792, -3.132], [-4.100, 0.933, -4.109], [-2.798, 1.249, -3.749], [-2.475, 1.426, -2.418], [-3.828, 1.525, 1.723], [-3.135, 2.200, 2.868], [-4.111, 0.620, 4.563], [-5.500, 0.355, 4.071], [-5.867, 0.520, 2.800], [-4.998, 0.872, 1.704], [-1.512, 6.970, -0.245], [0.240, 8.566, 0.244], [2.578, 7.819, 0.562], [3.103, 5.418, 0.482], [4.405, 2.652, -0.084], [5.952, 2.712, 1.825], [5.104, 3.026, 4.117], [2.676, 3.273, 4.509], [1.120, 3.234, 2.600], [1.078, 1.100, -2.237], [2.202, 0.731, -4.390], [3.931, 2.312, -5.166], [4.484, 4.290, -3.801], [3.393, 4.648, -1.636], [-2.322, 6.200, -1.992], [-4.703, 6.732, -1.760], [-6.159, 5.284, -0.362], [-5.265, 3.173, 0.510], [-5.537, 0.902, -1.066], [-6.083, 0.547, -3.404], [-4.360, 0.825, -5.150], [-2.038, 1.377, -4.503], [-1.466, 1.716, -2.142], [-2.998, 3.258, 2.616], [-4.083, 0.456, 5.646], [-6.233, 0.043, 4.796], [-6.886, 0.297, 2.517], [-5.351, 0.507, 0.749], [-1.285, -2.496, 2.711], [-0.744, -0.902, 2.459], [0.605, -0.609, 3.630], [1.856, -0.201, 3.190], [2.884, -0.052, 4.104], [2.652, -0.293, 5.448], [1.395, -0.684, 5.884], [0.363, -0.849, 4.979], [-2.027, 0.092, 3.288], [-1.757, 1.568, 3.155], [-1.432, 2.132, 4.516], [-2.558, 2.450, 5.134], [-3.742, 2.093, 4.271], [-3.117, -0.320, 3.932], [-0.323, -3.289, 2.118], [-0.208, -4.664, 2.038], [0.958, -5.161, 1.472], [1.936, -4.286, 1.018], [1.728, -2.923, 1.132], [0.602, -2.450, 1.644], [-2.224, -2.817, 2.889], [2.037, -0.026, 2.142], [3.861, 0.234, 3.750], [3.455, -0.183, 6.161], [1.222, -0.872, 6.933], [-0.619, -1.172, 5.304], [-0.989, 1.784, 2.400], [-0.423, 2.224, 4.874], [-2.667, 2.835, 6.130], [-4.609, 2.732, 4.431], [-3.346, -1.370, 4.045], [-0.981, -5.312, 2.416], [1.109, -6.227, 1.398], [2.859, -4.640, 0.592], [2.466, -2.210, 0.814], [-3.348, -1.281, 0.728], [-2.262, -2.254, -0.167], [-1.173, -1.631, -0.747], [-0.337, -2.408, -1.542], [1.014, -1.688, -2.312], [-0.563, -3.783, -1.694], [0.466, -4.719, -2.686], [-1.606, -4.401, -1.001], [-1.783, -6.101, -1.046], [-2.479, -3.625, -0.242], [-3.754, -4.355, 0.646], [4.211, -0.370, 0.974], [3.715, -0.302, -0.302], [2.355, 0.218, -0.157], [4.398, 0.541, -1.111], [3.604, -1.556, -0.849]], "lumo_energy_ha": -0.1285, "gap_ev": 6.66, "total_charge": 1, "homo_ha": -0.3732}